The following is a DFT calculation (ωB97M-V/def2-TZVPD) of a molecular structure, C36H46BBrCrN3O3P in a non-equilibrium geometry.

Multiplicity: 5
Net charge: -2
HOMO energy (eV): -1.68
<S²>: 6.072
Gap between HOMO and LUMO (eV): 3.50

Each line ends with the Mulliken charge.
Positions of all 92 atoms, in Å:
Cr 3.131753 1.665118 3.891343  0.47
N -2.039655 -1.721787 -5.902919  -0.81
C -3.320700 -1.477801 -5.550157  0.55
C -4.512800 -2.178750 -5.756188  -0.92
C -5.849769 -1.758268 -5.634662  -0.60
C -6.000980 -0.607538 -4.751415  -0.62
C -4.872961 -0.122502 -4.145185  -0.67
C -3.488521 -0.398097 -4.529561  0.59
C -2.389843 0.376843 -3.871294  0.54
C -2.299086 0.821933 -2.482621  -0.29
C -1.207241 1.372398 -2.076024  -0.71
C -0.089127 1.584480 -2.863572  -0.54
C -0.208179 1.463945 -4.274478  -0.86
C -1.364977 0.960659 -4.730446  0.02
H -2.010371 -2.552437 -6.693604  0.15
H -1.424516 0.629496 -5.829588  0.29
H -4.224158 -2.664773 -6.577289  0.41
H -6.678520 -2.431855 -5.840020  0.33
H -6.953472 -0.251255 -4.533487  0.45
H -5.120973 0.741593 -3.350541  0.03
H -3.312772 0.755040 -2.380674  0.49
H -0.974296 1.694359 -1.034377  0.22
H 0.600230 2.190078 -2.421322  0.72
H 0.787549 1.487204 -4.717978  0.26
N 2.700071 0.949271 1.926338  0.05
C 2.986164 0.725348 0.829557  0.07
C 3.098886 0.875163 -0.630647  0.90
C 4.144527 1.598968 -1.023620  -0.41
C 4.254222 1.757426 -2.436953  -0.78
C 3.492272 0.952447 -3.069903  -0.33
C 2.398560 0.079776 -2.689568  -0.75
C 2.250563 -0.018664 -1.287867  -0.54
H 4.628531 2.441988 -0.620078  0.33
H 4.629954 2.467967 -2.958121  0.56
H 3.563101 0.925462 -4.262479  0.18
H 1.689710 -0.622846 -3.273019  0.49
H 1.714028 -0.666817 -0.679738  0.72
C -4.051620 -0.874113 5.975195  -0.76
C -2.678345 -0.606787 5.849657  -0.71
P -2.059831 0.783417 4.483224  0.19
C -2.236424 -3.719081 -1.810271  -0.74
C -3.206252 -3.874594 -2.714490  0.00
C -2.530706 -0.226249 2.865745  -1.02
C -2.371399 0.698495 1.705786  -1.10
H -4.409413 -0.905662 4.862947  0.19
H -4.698845 -0.180114 6.526105  0.31
H -4.158427 -2.047536 6.013161  0.25
H -2.072073 -1.638780 5.818055  0.31
H -2.226566 -0.180188 6.815040  0.26
H -2.195810 -4.740348 -1.524144  0.42
H -1.361454 -3.377889 -2.441168  0.11
H 9.552444 2.993969 -3.273212  -0.01
H -2.995504 -3.263933 -3.491147  -0.05
H -4.076648 -3.913058 -1.988081  0.28
H -3.328985 -0.714637 3.292777  0.40
H -2.056891 -0.969852 2.564285  0.69
H -3.395460 1.265934 1.670972  0.22
H -2.218497 -0.035830 1.059936  0.36
H -1.439909 1.211969 1.537685  0.38
Br 5.462595 -5.157595 -3.944109  -0.15
C 3.576471 -5.068924 -3.154891  -0.09
C 3.097861 -5.610389 -2.124316  0.06
C 1.721452 -6.108724 -1.916194  -0.30
C 0.753238 -5.998249 -2.939677  -0.40
N 1.090078 -5.228587 -4.095347  -0.44
C 2.427012 -4.999514 -4.216772  -0.20
H 3.874171 -5.699907 -1.450935  0.45
H 1.558048 -6.850946 -0.923779  0.20
H -0.303474 -6.127665 -2.812963  0.43
H 2.339842 -4.170946 -4.842790  0.43
C 1.911282 5.299721 3.702056  -1.16
C 1.679601 4.166637 4.493920  0.43
C 1.365595 2.984679 3.749355  0.10
O 3.863519 -2.541746 4.444912  -0.80
B 3.202732 -1.417368 4.366658  0.30
O 2.653832 -0.354031 4.126959  -0.48
C 1.567728 4.172081 5.878723  1.18
C 1.456511 5.302723 6.833461  -1.51
C 0.823585 2.886056 6.574913  -2.41
H 1.547532 5.266343 2.177482  0.13
H 2.810175 6.160285 3.482282  0.17
H 1.488867 6.228420 4.243912  0.15
H 1.034799 3.553178 2.740057  0.03
H 0.482405 2.644206 4.344129  -0.22
H 1.076844 3.252640 7.387760  1.05
H 0.810040 5.255365 7.679975  0.38
H 0.987762 6.139264 6.209486  0.27
H 2.187798 6.054813 7.067834  0.42
H 10.862310 2.346282 -3.119588  0.02
H 1.486431 1.962333 6.475783  0.33
H -0.153229 2.695429 6.753306  0.54
O 3.745965 2.235436 5.242525  -0.87

Forces on atoms 1 to 3 (eV/Å):
Cr -2.08 -0.98 -0.20
N -1.37 -2.54 -2.77
C 2.72 2.99 3.68